A structure of composition C40H46AsCrN5O2PS2, computed with the ωB97M-V functional and the def2-TZVPD basis.

Element x y z (Å)
Cr -0.999916 -1.935664 -0.036638
N -1.330457 -2.118720 2.555486
C -2.788150 -2.032880 2.672510
C -3.250908 -0.767039 1.969589
N -2.920742 -0.805817 0.527491
C -4.057385 -1.084855 -0.379651
C -3.980563 -2.482869 -0.966040
N -2.687960 -2.652376 -1.642611
H -1.008078 -3.048566 2.793852
H -0.889565 -1.472962 3.202467
H -3.140251 -2.021564 3.707928
H -3.222355 -2.902639 2.175599
H -2.732895 0.084324 2.417331
H -4.321972 -0.619227 2.125337
H -2.593820 0.121554 0.288105
H -4.026716 -0.367791 -1.203676
H -5.013427 -0.959101 0.132478
H -4.833972 -2.640081 -1.632148
H -4.045300 -3.214952 -0.165871
H -2.672908 -2.123112 -2.509560
H -2.533978 -3.624022 -1.889934
O 3.007296 -2.117380 -2.047984
C 3.512260 -3.016842 -1.176592
C 4.885100 -3.247395 -1.205045
C 5.453108 -4.176386 -0.357880
C 4.659151 -4.903099 0.526067
C 3.299190 -4.683777 0.558197
C 2.702658 -3.733939 -0.279338
C 1.251660 -3.504831 -0.200885
O 0.712884 -2.477192 -0.815502
N 0.528981 -4.333041 0.490386
N -0.847419 -4.056341 0.498719
C -1.487137 -5.177506 0.387548
S -0.558821 -6.643398 0.085954
C -2.044581 -7.690358 -0.100953
C -3.066046 -7.194502 0.892301
S -3.205532 -5.396559 0.629090
H 2.050759 -2.057516 -1.862497
H 5.479244 -2.684327 -1.913176
H 6.522402 -4.340257 -0.387603
H 5.099941 -5.635227 1.189147
H 2.660111 -5.234493 1.234424
H -1.754359 -8.722825 0.086497
H -2.409917 -7.595185 -1.123188
H -2.731929 -7.351222 1.916762
H -4.051722 -7.633505 0.748464
C -0.677288 1.811232 0.058506
C 0.049774 3.059860 -0.428033
As -1.056635 4.675340 -0.122219
C -1.021482 4.688907 1.835682
C -2.036766 5.407393 2.465093
C -2.094675 5.495387 3.847538
C -1.138575 4.853535 4.622190
C -0.129349 4.126819 4.007748
C -0.073004 4.043869 2.623568
C 0.352826 5.981888 -0.493095
C 1.579495 5.982460 0.162941
C 2.552444 6.913684 -0.164771
C 2.306342 7.858565 -1.152242
C 1.084812 7.870329 -1.807696
C 0.113412 6.935540 -1.478578
P -0.000681 0.193631 -0.564672
C 1.755173 0.327034 -0.096483
C 2.691858 1.133062 -0.739757
C 3.991913 1.199816 -0.264104
C 4.370673 0.468810 0.852936
C 3.443855 -0.333817 1.500799
C 2.143926 -0.402176 1.027677
C -0.130887 0.416060 -2.372571
C -1.388137 0.761157 -2.876629
C -1.602224 0.865983 -4.240249
C -0.563510 0.609350 -5.125995
C 0.681858 0.251713 -4.635403
C 0.901155 0.149265 -3.267911
H -1.729083 1.876589 -0.245748
H -0.661176 1.762372 1.150827
H 0.215168 3.014760 -1.506784
H 1.023259 3.163794 0.046298
H -2.785491 5.906386 1.859548
H -2.884848 6.062814 4.322016
H -1.179078 4.920336 5.701573
H 0.622143 3.628926 4.607917
H 0.725916 3.470000 2.164753
H 1.779837 5.261792 0.947885
H 3.502891 6.906824 0.353572
H 3.064613 8.588214 -1.404962
H 0.885769 8.609025 -2.573340
H -0.843120 6.942976 -1.988767
H 2.419894 1.703678 -1.616891
H 4.712907 1.825711 -0.773802
H 5.390547 0.523800 1.210244
H 3.735082 -0.914191 2.366788
H 1.418563 -1.041561 1.521397
H -2.209913 0.963873 -2.196768
H -2.577114 1.154031 -4.612808
H -0.726002 0.688919 -6.192499
H 1.496592 0.049949 -5.318704
H 1.880416 -0.138255 -2.910999

Atoms 1-6, force components in eV/Å:
Cr -0.8 -0.1 0.3
N 0.1 0.1 0.0
C 0.0 0.2 -0.1
C 0.0 -0.3 0.1
N 0.0 0.2 0.0
C 0.0 -0.2 -0.1

Properties
Total charge   +1
Highest occupied orbital energy (spin up / spin down)   -10.1 / -10.1 eV
Maximum force   0.027 Eh/bohr
Multiplicity   5
HOMO-LUMO gap (spin up / spin down)   8.2 / 8.2 eV
⟨S²⟩   6.016

Here are the Löwdin charges for atoms 1 to 8, given in e: 0.5958, -0.0072, -0.2414, -0.1791, -0.1152, -0.1766, -0.2507, 0.0063

=====

A structure of composition C40H46BBiClIN8O5S4Se, computed with the ωB97M-V functional and the def2-TZVPD basis.

Element x y z (Å)
Bi -1.057187 -0.156299 -0.583320
C 1.051145 -3.342782 4.111296
C 0.890708 -1.841762 4.362587
C -0.473649 -1.339024 3.881321
C 0.990894 -1.577987 5.863151
N 1.973813 -1.097777 3.665114
C 2.957333 -0.362704 4.317244
C 3.684956 0.251518 3.375669
N 3.182940 -0.087582 2.137440
B 3.729552 0.624409 0.869122
N 3.827630 -0.403187 -0.306885
C 4.791532 -1.381717 -0.178309
C 4.654701 -2.253058 -1.187808
N 3.597986 -1.819522 -1.973719
C 3.088925 -0.664483 -1.423224
S 1.837244 0.281958 -2.072855
C 3.080294 -2.571962 -3.161527
C 3.913609 -3.840947 -3.335107
C 1.628791 -2.989207 -2.927510
C 3.232553 -1.717172 -4.421074
N 2.961820 1.915059 0.465558
C 3.392513 2.594928 -0.657366
C 2.666466 3.708849 -0.793055
N 1.753915 3.740567 0.260383
C 1.984193 2.648284 1.077582
S 1.154790 2.264273 2.498407
C 0.743086 4.815044 0.444486
C 1.000716 5.565184 1.755622
C -0.656966 4.201989 0.423136
C 0.861600 5.816745 -0.701422
C 2.144646 -0.953121 2.311055
S 1.286963 -1.771571 1.090722
H 0.244694 -3.884350 4.612446
H 2.010354 -3.695313 4.501960
H 1.008161 -3.549510 3.044016
H -1.270259 -1.805508 4.467762
H -0.624943 -1.580846 2.833106
H -0.538896 -0.253597 3.985912
H 0.172973 -2.107752 6.351047
H 0.885351 -0.512785 6.079767
H 1.930656 -1.943015 6.284677
H 3.041343 -0.303985 5.385438
H 4.505317 0.940154 3.475909
H 4.871635 0.954870 1.132121
H 5.477584 -1.378430 0.651666
H 5.234841 -3.129334 -1.403998
H 3.822347 -4.495877 -2.465528
H 4.969676 -3.616639 -3.511086
H 3.531323 -4.374989 -4.204480
H 1.561622 -3.536050 -1.983273
H 1.273429 -3.632822 -3.733934
H 0.955104 -2.139423 -2.885081
H 4.291008 -1.524910 -4.624436
H 2.712684 -0.770042 -4.300625
H 2.795181 -2.248152 -5.269222
H 4.157233 2.196290 -1.299727
H 2.687995 4.437862 -1.580079
H 0.858579 4.899527 2.602380
H 0.311769 6.410859 1.836344
H 2.026486 5.944247 1.776466
H -0.761696 3.457461 1.210888
H -0.849340 3.711549 -0.534564
H -1.409626 4.980711 0.573857
H 1.844998 6.292216 -0.719337
H 0.111208 6.592741 -0.547651
H 0.666197 5.350426 -1.669522
C -1.283072 -3.661240 -0.450188
C -2.345740 -3.065975 0.417620
C -3.348637 -3.924542 0.930637
C -4.277802 -3.438964 1.786477
C -4.232113 -2.086656 2.195455
C -5.157968 -1.578974 3.129639
C -5.066196 -0.273269 3.522495
C -4.056750 0.547151 3.001934
C -3.126517 0.099675 2.076912
S -1.878630 1.215232 1.576935
C -3.218691 -1.265465 1.645034
N -2.313202 -1.788894 0.748323
H -1.187881 -4.725968 -0.237305
H -0.324453 -3.176974 -0.274831
H -1.533797 -3.562824 -1.505142
H -3.357389 -4.958456 0.613110
H -5.057625 -4.076636 2.191458
H -5.928260 -2.239570 3.513052
H -5.770442 0.131180 4.241137
H -3.983139 1.580209 3.320168
Cl -4.979394 3.232342 -5.600919
C -4.457277 2.331034 -4.191705
C -5.340196 1.491901 -3.570542
C -4.959199 0.767293 -2.437023
I -6.356016 -0.415722 -1.448286
C -3.671482 0.829510 -1.910695
O -3.298941 0.202464 -0.849515
C -2.755466 1.710910 -2.594160
N -1.508033 1.788889 -2.072401
C -0.620030 2.608479 -2.585707
C -0.930046 3.438406 -3.674140
C -2.176976 3.371122 -4.234226
C -3.141629 2.485003 -3.712189
H -6.340565 1.377756 -3.963570
H 0.371580 2.601443 -2.141220
H -0.178133 4.113335 -4.061567
H -2.439714 3.997759 -5.076113
O -2.890825 -0.882780 -4.720645
Se -2.492093 -1.947861 -3.565458
O -1.640846 -3.222491 -4.116738
O -1.387797 -1.143445 -2.527977
O -3.741075 -2.426957 -2.648071

Atoms 1-6, force components in eV/Å:
Bi -0.4 -0.1 -0.4
C 0.0 0.0 0.0
C -0.1 -0.1 -0.1
C 0.1 0.0 0.0
C 0.0 0.1 0.0
N 0.1 0.0 0.0

Properties
Total charge   -2
Highest occupied orbital energy   -2.2 eV
Maximum force   0.011 Eh/bohr
HOMO-LUMO gap   6.1 eV
ΔE to the lowest compared entry with this formula, charge and spin   64.1 kJ/mol

Here are the Löwdin charges for atoms 1 to 8, given in e: 1.6107, -0.0494, -0.5465, -0.0540, -0.0663, 0.0025, -0.0776, -0.1083

=====

A structure of composition C40H46BiN6PS2Se, computed with the ωB97M-V functional and the def2-TZVPD basis.

Element x y z (Å)
Bi 0.078324 -0.485336 -1.665708
S -0.243761 -2.500750 -0.094884
C -1.677539 -2.061157 0.810959
S -2.016436 -0.530095 1.314609
C -2.538459 -3.212012 1.090714
C -3.873391 -3.097833 1.232669
N -5.043266 -2.986976 1.421380
C -2.022787 -4.547369 1.020167
N -1.629915 -5.628311 0.965428
C -4.576073 -2.908234 -4.191603
C -4.088209 -1.612681 -4.288065
C -2.775439 -1.330479 -3.943530
C -1.925244 -2.351529 -3.527729
C -2.408053 -3.660331 -3.454551
C -3.728747 -3.930063 -3.772343
N -0.594772 -2.053499 -3.190355
N 0.306423 -2.949481 -3.529744
C 1.575979 -2.683907 -3.110174
C 2.603438 -3.565510 -3.497017
C 3.900343 -3.337374 -3.092284
C 4.213961 -2.229963 -2.300986
C 3.207691 -1.360124 -1.906090
C 1.893631 -1.563361 -2.301333
H -5.607402 -3.121176 -4.445866
H -4.739185 -0.814680 -4.624954
H -2.383356 -0.323965 -4.037315
H -1.731061 -4.443884 -3.139420
H -4.103201 -4.943233 -3.687093
H 2.339411 -4.417417 -4.110788
H 4.682244 -4.026086 -3.387936
H 5.233087 -2.060742 -1.975755
H 3.445472 -0.516207 -1.270417
Se -5.367578 0.932594 -0.775655
N -5.048286 -0.799585 -0.480048
C -6.118748 -1.302379 0.021788
C -6.169530 -2.743277 0.481753
C -7.477582 -3.085901 1.128496
C -8.521503 -2.218439 1.205110
C -8.464557 -0.890109 0.741833
C -7.252817 -0.404741 0.186618
N -7.040857 0.835905 -0.198319
H -6.006218 -3.398688 -0.382144
H -7.567972 -4.098813 1.499305
H -9.453100 -2.565090 1.634526
H -9.317634 -0.232057 0.827215
C 5.772933 3.761932 0.474686
C 5.903110 2.283783 0.888481
C 4.695327 1.465653 0.402529
C 3.428494 2.326460 0.483079
C 3.505442 3.434705 -0.585758
C 4.960711 3.887687 -0.813248
P 1.904300 1.282702 0.302823
C 0.473234 2.457506 0.519810
C 0.093451 3.176060 -0.783543
C -1.335039 3.747202 -0.681216
C -1.695245 4.086198 0.773834
C -0.456357 4.616194 1.491493
C 0.591406 3.493625 1.651020
C 1.805359 0.328414 1.909270
C 2.254897 1.013865 3.232809
C 3.303408 0.192203 3.986914
C 2.806744 -1.230104 4.273682
C 2.138434 -1.862430 3.028652
C 2.472400 -1.052868 1.778739
H 6.760417 4.206216 0.343272
H 5.271210 4.326924 1.265969
H 5.983130 2.213392 1.975877
H 6.817262 1.853602 0.473805
H 4.595347 0.562694 1.003691
H 4.852076 1.156214 -0.633795
H 3.405723 2.786420 1.471856
H 2.910209 4.291869 -0.262243
H 3.081893 3.075923 -1.528704
H 4.973964 4.919792 -1.167241
H 5.429326 3.280188 -1.592408
H -0.341017 1.768106 0.766146
H 0.168326 2.504516 -1.641229
H 0.798631 3.990672 -0.961209
H -2.060714 3.036965 -1.084141
H -1.399123 4.653045 -1.288582
H -2.056153 3.190793 1.289991
H -2.505003 4.817065 0.796284
H -0.720774 5.014144 2.472770
H -0.041605 5.444434 0.908805
H 0.441592 2.992565 2.609160
H 1.589334 3.937883 1.666058
H 0.729030 0.139009 1.977353
H 1.383585 1.130807 3.883660
H 2.652496 2.013258 3.061351
H 3.544135 0.693415 4.927359
H 4.230310 0.156743 3.408487
H 2.091699 -1.197404 5.098890
H 3.651290 -1.839124 4.601673
H 1.050791 -1.870144 3.148822
H 2.446365 -2.901883 2.904668
H 2.118696 -1.561430 0.888265
H 3.557214 -0.971114 1.680823

Atoms 1-6, force components in eV/Å:
Bi 0.1 -0.7 -0.4
S -0.3 0.0 0.4
C 0.4 0.1 0.0
S -0.3 -0.1 -0.1
C -0.3 -0.3 -0.1
C 0.2 0.4 0.0

Properties
Total charge   0
Highest occupied orbital energy (spin up / spin down)   -8.1 / -6.2 eV
Maximum force   0.016 Eh/bohr
HOMO-LUMO gap (spin up / spin down)   7.2 / 4.7 eV
ΔE to the lowest compared entry with this formula, charge and spin   262.6 kJ/mol

Here are the Löwdin charges for atoms 1 to 8, given in e: 1.4489, 0.5644, -1.1615, 0.5959, -0.3396, -0.0243, 0.2133, -0.2617

=====

Number 1: calculated total energy -173988.395 eV. Number 2: calculated total energy -200218.568 eV. Number 3: calculated total energy -153308.559 eV.